{
  "formula": "C7H19PSi",
  "method": "the ωB97M-V functional and the def2-TZVPD basis",
  "de_lowest_kcal_mol": 16.3,
  "multiplicity": 1,
  "lumo_ev": 0.5,
  "smiles": "C[Si](C)(C)C=P(C)(C)C",
  "homo_energy_ha": -0.2745,
  "homo_lumo_gap_ev": 8.0,
  "elements": ["P", "Si", "C", "C", "C", "C", "C", "C", "C", "H", "H", "H", "H", "H", "H", "H", "H", "H", "H", "H", "H", "H", "H", "H", "H", "H", "H", "H"],
  "xyz": [[-1.407, 0.717, -0.614], [1.425, -1.050, 0.288], [-2.829, 0.505, 0.567], [0.994, -0.888, 2.189], [0.241, -0.484, -1.075], [-2.316, 1.274, -2.096], [3.059, 0.099, 0.095], [1.740, -2.959, -0.076], [-0.587, 2.296, -0.087], [1.684, -0.779, 3.068], [2.607, -3.517, 0.382], [-2.842, 2.170, -1.867], [3.552, -0.282, -0.793], [-0.209, -1.442, -1.258], [0.363, 0.041, 2.136], [1.950, -2.941, -1.323], [-0.425, 2.954, -0.980], [-2.804, 0.426, -2.399], [-1.259, 2.800, 0.588], [0.864, -3.540, 0.021], [-3.793, 0.288, -0.065], [-2.983, 1.543, 0.939], [2.731, 1.033, -0.141], [-1.537, 1.608, -2.705], [-2.553, -0.216, 1.342], [0.312, 2.053, 0.476], [0.384, -1.792, 2.370], [3.640, 0.082, 1.017]],
  "mulliken_charge": [1.132, 0.467, -1.159, -0.958, -0.768, -1.501, -1.145, -1.111, -1.211, 0.359, 0.317, 0.399, 0.304, 0.245, 0.211, 0.211, 0.319, 0.459, 0.443, 0.357, 0.350, 0.384, 0.376, 0.427, 0.304, 0.257, 0.223, 0.310]
}